C34H58Br8N2O4 | ωB97M-V/def2-TZVPD

XYZ file:
```
106
Properties=species:S:1:pos:R:3:forces:R:3
O -1.646922 -2.229767 3.846071 -0.6902 -0.3734 -1.9187
Br -3.648952 0.874663 -0.954119 -1.0370 0.3315 -0.5491
N -1.556062 3.257773 -6.149689 -0.3140 -1.9018 0.4162
O 0.489488 -0.649147 -4.382069 -1.4258 1.1029 2.2775
H -1.468552 -0.662027 -0.618549 0.1637 -0.1469 -0.2651
C -1.503282 1.933913 -5.689879 -0.7521 3.1858 1.3888
H -2.598152 -4.006257 -4.717619 0.9607 0.4664 -0.1456
Br -2.401452 -3.395107 -1.397299 -0.2671 0.4338 -1.3933
H -1.368522 1.132533 -6.401219 0.1485 0.1878 -0.1660
C -1.815952 2.747513 -3.436529 -0.1457 1.0665 0.0676
H -1.452682 0.724073 -3.866669 -0.3788 -0.3609 -0.3446
H 3.717058 -0.791087 -4.045669 -0.1033 -0.3688 0.0540
C 1.247688 1.978273 4.960821 -1.3713 -0.8897 0.9858
C -1.817832 -2.149717 6.136311 0.7196 -0.2272 0.6562
C -5.300002 1.964353 -1.351469 0.6097 0.2131 0.7991
H 5.325288 -3.882937 1.585951 0.2809 -0.2249 -0.0060
C 2.993288 -4.191077 0.162681 -1.1252 -0.4441 -0.7437
H -0.806862 1.893913 0.148571 0.8575 0.2640 -0.0713
H 2.055958 -4.004217 -0.361339 -0.0674 0.2361 0.1204
C 3.740998 -5.334067 -0.484889 0.8617 -0.0775 0.3199
H 3.508708 -6.305137 -0.047679 0.0825 0.0017 0.5843
H 2.710368 -2.135347 -5.800939 0.0408 0.0146 -0.0356
C 2.323038 -1.118867 -5.731429 0.1782 -0.2621 -0.7167
C 1.713878 2.212733 7.628311 -2.2641 1.6134 0.7619
H -1.303432 -2.058457 -3.207009 -0.1803 -0.1126 -0.2877
C -1.016492 -0.992397 4.152381 -0.6848 -0.5764 2.6444
C -0.814422 -1.099547 5.699811 0.4820 1.0923 -0.3363
H 1.730488 -1.484517 -2.898979 -0.3037 -0.3380 0.0163
H -5.713122 1.776583 -3.454939 0.0646 -0.2366 0.1413
C 2.771668 -0.426107 -4.447089 0.9160 0.0720 -0.8039
C 1.585738 -0.588097 -3.501959 1.6017 0.4489 -0.8535
H -2.748382 -1.624757 6.352141 -0.3700 -0.4131 -0.4392
Br 4.623078 0.546473 -0.938369 0.0351 0.6258 -0.7214
H -2.014122 4.890783 -3.239799 -0.1212 0.0248 0.0598
H -6.442732 0.470643 -2.468129 0.0581 0.1720 0.0716
C 4.557688 2.101803 -2.150769 -1.0102 0.9194 0.1052
H 3.783138 -2.251307 0.853391 -0.3861 0.0326 0.1614
H 6.097578 -3.146257 0.106701 0.3157 -0.4949 0.2106
H 3.814178 3.490543 -0.598749 -0.1544 -0.3098 0.0266
H 1.947078 -0.815317 1.837891 -1.0987 -0.2197 0.7526
H -1.898782 5.261053 -5.649029 0.1475 0.0284 -0.4372
H -0.124922 3.324923 7.630791 -0.2204 0.0903 -0.1038
H 2.589988 -0.598717 -6.651369 0.3981 0.0731 0.1697
H 3.090078 0.740573 4.988331 -0.1836 0.1318 -0.4248
H -1.025142 -0.146327 6.184641 0.0793 0.1128 -0.0363
H -2.959342 -1.445437 -2.984049 0.1552 -0.0835 0.4302
C -0.596682 0.914963 0.579371 -0.0534 -1.7736 -0.2110
C 0.513928 -1.226907 0.094761 0.3045 0.1993 1.0126
H 1.136958 -1.667277 -0.683699 -0.1483 -0.2297 0.1012
H -1.468542 0.740793 1.209961 -0.1103 -0.2628 0.2967
H -1.738152 -0.186347 4.019761 0.1908 0.1146 -0.7471
H 5.566408 2.489073 -2.294259 -0.0326 -0.1324 0.3218
N 0.275928 2.614643 5.695791 2.5592 0.3817 1.2470
Br -4.032212 1.436683 5.369441 0.2596 0.4204 -0.3188
Br -2.484582 4.393903 2.104411 0.0850 0.0311 -0.0939
C -2.428302 3.021163 3.468361 -0.8134 -0.4240 0.7856
H -1.976682 2.131603 3.029261 -0.0811 0.1226 0.0097
H -1.817722 2.646913 -2.361229 -0.0554 -0.5138 0.0576
H -2.631272 -3.791117 4.916631 -0.0975 0.2953 -0.5732
Br 1.735838 2.651873 -1.734339 0.4267 0.4035 0.0564
H -4.435752 3.649793 4.202761 0.4755 0.0195 0.3747
C -2.353402 -2.340087 -3.127329 -0.4072 -0.3985 -0.8874
C -1.678172 1.682703 -4.310059 1.0505 0.0664 -0.6461
H 0.216008 -0.594417 -6.347929 0.2542 -0.2181 -0.2543
H 3.015008 0.587813 -4.764639 -0.5105 0.4764 0.5918
H -0.042782 -0.835317 3.688361 -0.3094 -0.0866 -0.5498
H 3.441978 1.185623 7.367031 0.2877 -0.3806 -0.2677
H -0.123292 0.195573 -1.419349 -0.0395 -0.1114 -0.0903
H 1.615438 0.280203 -2.843729 -0.8942 -0.1399 -0.0147
C -1.786542 -3.103577 4.959241 0.6926 1.1068 0.2931
C -2.955782 -3.018347 -4.427369 -0.3569 -0.1809 1.1629
H 3.746108 4.130493 -2.200649 -0.2360 -0.2381 -0.3467
H 2.232598 -0.015737 0.435541 -0.0296 0.4658 -0.3787
H -1.536732 -2.671657 7.051011 0.1151 0.0874 0.1253
C -1.922372 4.049543 -3.910839 0.1714 -0.5334 -0.2355
C 2.368508 1.336263 5.527681 -0.7261 1.3104 -1.3176
H -1.810852 3.362903 4.299071 -0.0090 0.0539 -0.1839
C 1.382418 -0.363997 1.022061 0.2357 1.1731 -1.7137
H 3.573368 -5.553657 -1.539299 0.1359 0.8203 -0.3793
H 2.748678 -4.566787 1.156221 0.0033 0.6529 0.2998
C 0.596478 2.801173 7.021151 -0.5274 -1.1302 -0.9842
C 2.580638 1.579593 6.848101 2.2849 -1.8929 0.1513
C -0.481062 -0.222347 -0.478369 -0.5005 0.5952 0.3147
H -0.851812 -3.663987 4.977121 -0.0151 -0.5276 0.4368
Br -7.821932 2.563863 -2.459889 0.2732 -0.1682 0.1156
C -3.880572 2.757813 3.912501 -0.1147 -0.1313 -0.5446
H 0.545908 -2.221877 -5.619639 -0.6177 -0.1239 -0.4671
C -1.806282 4.251233 -5.277389 0.2544 -1.1458 -0.1370
C 3.606088 3.211393 -1.631649 0.7750 -0.4244 0.4062
H -4.479872 2.340333 3.103401 0.2971 -0.1857 -0.0477
H 0.243478 -1.296357 5.873641 -0.0747 -0.5081 0.3711
H 0.046418 -1.991977 0.714601 -0.2867 -0.1774 -0.3693
H 4.154498 1.840643 -3.129209 0.2377 -0.6593 0.1592
H -4.938012 2.969213 -1.568999 0.0693 -0.1077 0.3677
H -5.823312 1.916743 -0.396489 0.0283 0.1712 -0.2263
C 3.987338 -3.050457 0.140801 -0.4189 1.2157 0.7635
C -6.152582 1.521073 -2.490729 -0.1873 -0.3984 -0.7033
H 1.887698 2.135963 8.691461 -0.2788 0.7480 0.1598
H 0.939658 1.826973 3.936791 0.3376 -0.0311 -0.3310
H 4.130198 -2.534287 -0.808549 -0.4164 -0.3795 -0.3448
C 5.261568 -3.717347 0.510491 -0.6793 -1.4773 -1.4315
H -4.009002 -3.263307 -4.290239 -0.1056 0.6089 0.2582
C 0.801418 -1.162257 -5.624769 0.5471 -1.0412 -0.0139
O 5.111028 -4.992347 -0.238769 1.3680 0.1754 0.4277
O 0.577128 0.790693 1.367941 0.6843 0.2026 0.8617
Br -2.944832 -1.748547 -5.962799 0.2273 -0.6646 0.8594
```
Positions in Å, forces in eV/Å.

LUMO energy (hartree): 0.0093
E_HOMO (eV): -9.30

C39H33N4O4PRhS | ωB97M-V/def2-TZVPD

XYZ file:
```
83
Properties=species:S:1:pos:R:3:forces:R:3
O 2.440295 5.522561 3.509849 0.2448 -0.0317 0.3501
H 1.861595 3.374261 2.757749 -0.0089 0.2506 -0.0897
C 2.971695 -4.891139 -0.421151 -0.0290 0.0851 -0.0772
H 1.220595 4.194161 -2.507551 -0.0146 0.0139 -0.1222
H -5.106705 1.271561 0.330249 0.0111 0.0998 0.1095
C 1.371195 4.289361 -0.380551 0.0728 -0.2183 0.0599
H 0.819895 -3.852839 -4.788351 0.0194 -0.0209 -0.1074
N 3.247295 -0.523539 0.227449 -0.0168 -0.4733 -0.0795
Rh 0.666795 -0.573439 -0.321751 -0.6160 1.1116 -0.4560
H -1.194505 -5.272239 -4.544351 -0.0440 -0.0395 -0.1016
C -2.161005 5.428461 0.455249 -0.1373 0.3377 -0.3157
C -4.857805 0.279961 -0.013551 -0.0499 -0.0831 0.0320
H -4.404105 7.192861 -0.653351 -0.1130 0.0062 -0.0495
C -5.426605 -2.005939 -0.469651 -0.1199 -0.0013 0.0008
H -2.860105 4.608361 0.494049 -0.0824 -0.1100 -0.0232
C -0.702805 -4.493139 -1.293651 0.2744 0.0543 0.1750
H -1.132305 -5.218539 4.455849 -0.0093 -0.0136 0.0544
H 4.192595 -6.638239 -0.568451 0.0061 -0.0735 -0.0102
C -3.560505 0.036561 -0.424351 0.4970 -0.1031 0.0530
C 4.173595 -5.572039 -0.401251 0.1530 0.0860 0.0266
H -1.661205 8.424261 -1.019351 -0.0259 0.1149 -0.0785
N 1.543995 4.049461 2.071049 -0.0188 -0.5403 0.4125
C 0.439695 -3.715639 -1.429451 0.1176 0.1899 -0.0931
P 1.247695 -2.793339 -0.076151 -0.2872 -1.8799 0.1061
C 0.616295 -3.551039 1.451349 -0.0974 0.3590 -0.0568
C 4.195595 -1.367539 0.159749 0.5540 0.7776 0.1854
C 1.232895 3.631361 -1.588951 0.0580 -0.1926 0.1125
H 5.228195 -0.999139 0.229149 -0.1552 0.0510 0.0465
H -2.298905 -3.459039 3.173549 -0.0711 0.0563 0.0354
C 1.292995 -4.502739 2.207049 -0.0109 0.0213 -0.0756
H 1.489695 5.359661 -0.362451 0.0018 0.0569 0.0196
C -0.733705 -4.831439 -3.674551 -0.0361 -0.0069 -0.0411
C -5.796005 -0.740439 -0.027951 0.1282 0.0124 -0.0371
H 4.564895 0.887961 0.481749 -0.2756 -0.3022 -0.0539
N 1.161495 1.538161 -0.498951 -0.0355 -0.1430 0.1744
C -1.295205 -3.750839 2.903849 -0.0993 -0.0551 0.0540
C 0.658495 -5.091939 3.287249 -0.0098 -0.0860 0.0825
C 0.972695 -3.473139 -2.695051 -0.0589 0.0019 0.2795
O 3.594295 0.779661 0.400149 0.5273 0.5212 0.1284
H 1.432895 7.283261 2.232949 -0.0017 -0.2673 0.0778
O -2.722605 2.192561 0.118649 0.1857 -0.0030 0.1060
N 1.096295 6.379761 1.920949 0.6390 0.1747 0.2307
H -4.065205 5.620461 -1.372951 -0.0846 -0.0752 -0.0850
C -3.654105 6.608061 -1.187651 -0.1885 0.0865 0.0078
C -0.665805 -3.150839 1.829849 0.0544 0.1082 -0.1001
C 4.104095 -2.801239 -0.004151 -0.2445 -0.8532 -0.1035
C -2.409605 6.522061 -0.371851 0.3430 -0.0159 0.1707
C -3.206405 -1.215139 -0.944651 -0.6137 0.1619 0.4961
C 1.257995 2.151161 0.667649 -0.0082 0.6551 0.3576
H -3.462205 7.105061 -2.135751 -0.0597 -0.0089 -0.1074
C 1.135895 2.249661 -1.617251 0.0317 0.2688 -0.3586
C 5.315095 -3.504939 0.001249 -0.1412 0.2743 0.0322
C -1.480805 7.563461 -0.393251 -0.2893 -0.2761 0.0191
C 1.726595 5.342361 2.551849 -0.0381 0.3828 -0.1787
H -2.178505 -5.640739 -2.318251 -0.0748 -0.1066 -0.0127
H 6.294495 -5.391339 -0.137651 0.1041 -0.0640 -0.0242
H -1.136105 -4.659539 -0.317451 -0.0336 -0.0396 0.0601
H 1.178295 -5.843139 3.862149 0.0517 -0.0504 0.0687
H -1.159205 -2.366039 1.261749 -0.1227 -0.0826 0.0610
C -1.285205 -5.044139 -2.421551 -0.0741 -0.0875 -0.0749
H 1.047295 1.706661 -2.548951 -0.0579 0.0080 0.0016
H 6.238195 -2.958639 0.142349 0.0479 0.0125 0.0159
C -0.336505 7.508661 0.369949 0.2823 -0.3543 0.2509
H -0.877005 4.528761 1.890449 0.0180 -0.1209 0.0395
H -6.138105 -2.817139 -0.440651 -0.0896 -0.0513 -0.0558
H 2.058295 -5.429739 -0.631551 -0.0286 -0.0546 0.0801
C -0.084605 6.398261 1.179949 -0.9753 -0.0285 -0.4402
C 0.398095 -4.042139 -3.813351 -0.0751 0.0182 -0.1018
H -3.875005 -3.208539 -1.343951 -0.0642 -0.1315 -0.0398
H 2.304195 -4.792639 1.960849 -0.0183 -0.0192 0.0118
H 1.277695 1.520261 1.551549 -0.0374 0.0923 0.0073
C 2.914995 -3.518539 -0.187351 0.1517 0.3796 -0.1308
C -1.021605 5.366061 1.228649 0.2674 0.3496 0.2130
H 1.837495 -2.827339 -2.787151 0.1195 -0.0188 -0.1209
S -1.635205 -1.455339 -1.622251 0.6681 0.0846 0.0212
C -2.458905 1.049261 -0.204651 -1.7036 0.3990 0.0063
H 0.378995 8.317161 0.342449 0.1082 0.1115 -0.0236
O -1.289105 0.569761 -0.356651 1.4794 -0.3994 -0.3016
H -6.803005 -0.555539 0.315349 -0.0552 -0.0066 0.0082
C -0.637805 -4.737339 3.624649 -0.0061 0.0582 -0.0164
C 1.379895 3.539361 0.797949 0.0119 -0.2554 -0.5027
C 5.349395 -4.873439 -0.168551 -0.0245 -0.0986 -0.0512
C -4.156605 -2.239939 -0.958251 0.3033 0.0104 -0.1437
```
Positions in Å, forces in eV/Å.

Total charge: +1
Multiplicity: 5
Expectation value of S²: 6.0230
Energy above the lowest of the compared OMol25 structures with the same formula, charge and spin (kcal/mol): 41.2
LUMO energy (alpha / beta) (hartree): -0.1143 / -0.1823
E_HOMO (alpha / beta) (eV): -9.96 / -9.96

C5H11NO | ωB97M-V/def2-TZVPD

XYZ file:
```
18
Properties=species:S:1:pos:R:3:forces:R:3
H 1.383558 -0.159250 1.465599 0.2313 -0.0919 0.5799
H 0.020835 1.785962 0.613144 -0.2008 -0.0919 -0.0614
H 1.970598 -0.342398 -2.704728 -0.1488 0.2531 -0.0777
H -1.183019 -1.009555 0.074891 0.3619 -0.2133 0.3804
C 0.490126 0.193900 1.979335 -0.4915 -0.7064 -0.2116
O 1.217840 -0.315860 -3.309397 0.0803 -0.3218 -0.2380
C 0.091400 -0.197551 3.188758 -0.6317 -0.0688 -0.3552
H 0.489026 -0.984444 3.810289 0.8326 0.2390 -0.0004
C -0.689974 -0.074255 -0.194436 -1.0215 1.1427 -0.6546
H -0.653514 -0.906987 -2.777708 -0.4346 0.3081 -0.5047
H 0.867517 -1.130152 -1.050063 -0.1369 -0.0655 0.3919
H -1.497596 0.465682 -0.719207 0.2485 -0.2095 -0.2578
H -1.399419 1.074777 1.449365 0.1103 0.1713 0.1020
C -0.428585 0.861899 0.995945 0.4376 -0.1743 0.3318
H -0.872601 0.148774 3.556335 0.0202 0.1095 -0.1250
H -0.282351 0.917051 -2.712328 -0.5739 -0.1920 -0.0987
N 0.426236 -0.219686 -1.118705 0.1259 -0.0513 -0.4933
C 0.049922 -0.107909 -2.547090 1.1910 -0.0369 1.2924
```
Positions in Å, forces in eV/Å.

Energy above the lowest of the compared OMol25 structures with the same formula, charge and spin (kcal/mol): 52.8
LUMO energy (hartree): 0.0382
E_HOMO (eV): -9.33